[1]
Molecular formula: C10H13Br2Cl2F2InNOS
Method: DFT, ωB97M-V/def2-TZVPD

spin multiplicity	1
HOMO level	-5.6	eV
charge	-1
E_LUMO	2.303	eV

Atoms and positions in Å:
C (-4.222, 1.067, -0.760)
C (-3.797, -0.445, -0.962)
Br (-5.057, -1.787, -1.690)
C (-2.513, -0.812, -0.652)
Br (-2.042, -2.728, -0.962)
In (-0.943, 0.566, 0.180)
C (0.694, -0.782, 1.010)
C (2.082, -0.017, 0.861)
C (3.002, -0.462, 2.084)
F (3.878, 0.595, 2.516)
C (0.042, 1.905, -1.334)
C (-0.925, 2.738, -2.200)
O (-1.698, 2.325, -3.012)
F (-0.877, 4.156, -2.062)
N (-1.604, 1.780, 1.834)
C (-0.621, 1.969, 2.499)
S (0.560, 2.812, 3.296)
H (-5.324, 1.168, -0.543)
H (-3.614, 1.553, 0.049)
H (-4.062, 1.555, -1.769)
H (0.717, -1.672, 0.309)
H (0.465, -1.108, 2.063)
H (1.977, 1.101, 0.787)
H (2.598, -0.364, -0.080)
H (2.401, -0.806, 2.964)
H (3.637, -1.324, 1.701)
H (0.707, 2.622, -0.781)
H (0.686, 1.285, -2.012)
C (2.701, -3.500, -0.724)
Cl (2.946, -1.988, -1.600)
Cl (3.381, -3.397, 0.902)
H (1.635, -3.698, -0.648)
H (3.190, -4.306, -1.265)

[2]
Molecular formula: C41H51NO8P4S4W
Method: DFT, ωB97M-V/def2-TZVPD

spin multiplicity	3
energy relative to the best compared isomer or geometry (same formula, charge and spin)	563.3	kJ/mol
<S²>	2.0352
HOMO level (alpha / beta)	-6.8 / -7.4	eV
charge	0
E_LUMO (alpha / beta)	0.278 / 0.139	eV

Atoms and positions in Å:
W (0.289, -0.687, 0.278)
S (-1.021, 0.069, -1.790)
P (-2.257, 0.126, -0.150)
C (-1.485, 0.201, 1.414)
P (-0.578, 1.671, 1.584)
S (0.827, 1.870, 0.117)
C (0.366, 1.640, 3.161)
C (1.854, 1.715, 3.085)
C (2.710, 1.873, 4.331)
C (1.928, 1.569, 5.581)
C (0.609, 1.371, 5.573)
C (-0.206, 1.443, 4.349)
C (-1.480, 3.232, 1.831)
C (-2.839, 3.220, 2.119)
C (-3.501, 4.414, 2.375)
C (-2.801, 5.611, 2.363)
C (-1.434, 5.620, 2.111)
C (-0.772, 4.432, 1.839)
C (-3.506, 1.412, -0.481)
C (-4.783, 1.334, 0.070)
C (-5.663, 2.397, -0.069)
C (-5.270, 3.548, -0.742)
C (-3.990, 3.639, -1.268)
C (-3.106, 2.576, -1.133)
C (-3.126, -1.516, -0.207)
C (-4.216, -1.517, -1.236)
C (-5.477, -1.830, -0.940)
C (-5.913, -2.061, 0.445)
C (-5.029, -2.150, 1.440)
C (-3.565, -2.165, 1.141)
H (2.210, 2.332, 2.261)
H (3.200, 2.848, 4.419)
H (2.500, 1.491, 6.499)
H (0.098, 1.132, 6.499)
H (-1.282, 1.329, 4.434)
H (-3.369, 2.278, 2.136)
H (-4.562, 4.407, 2.589)
H (-3.320, 6.544, 2.551)
H (-0.882, 6.551, 2.134)
H (0.290, 4.428, 1.623)
H (-5.089, 0.445, 0.607)
H (-6.658, 2.330, 0.355)
H (-5.962, 4.374, -0.848)
H (-3.675, 4.542, -1.777)
H (-2.102, 2.640, -1.537)
H (-3.920, -1.252, -2.247)
H (-6.231, -1.847, -1.718)
H (-6.978, -2.100, 0.643)
H (-5.348, -2.250, 2.472)
H (-2.960, -1.786, 1.964)
N (4.876, -1.202, 2.693)
C (3.984, -0.390, 1.760)
C (4.756, 0.785, 1.211)
P (3.338, -1.704, 0.599)
O (4.725, -1.949, -0.222)
O (3.112, -2.848, 1.535)
O (2.303, -1.333, -0.455)
P (2.525, 0.015, 2.860)
O (2.433, -1.106, 4.026)
O (3.680, 0.872, 4.009)
O (1.405, -0.624, 1.950)
H (5.816, -1.288, 2.312)
H (4.425, -2.135, 2.739)
H (4.875, -0.739, 3.611)
H (5.644, 0.434, 0.679)
H (5.049, 1.446, 2.028)
H (4.159, 1.358, 0.499)
H (4.575, -2.529, -0.978)
H (1.796, -1.784, 3.759)
C (-0.529, -1.874, -5.044)
C (-0.300, -3.152, -4.245)
S (0.622, -2.859, -2.703)
O (0.622, -4.188, -2.021)
C (2.291, -2.675, -3.481)
C (3.133, -3.911, -3.211)
H (-1.237, -2.056, -5.853)
H (0.396, -1.502, -5.490)
H (-0.936, -1.091, -4.401)
H (0.241, -3.917, -4.804)
H (-1.245, -3.575, -3.900)
H (2.710, -1.789, -3.001)
H (2.171, -2.490, -4.549)
H (3.159, -4.132, -2.143)
H (4.153, -3.768, -3.576)
H (2.707, -4.786, -3.700)
O (3.671, 2.323, -1.312)
S (2.963, 1.206, -2.029)
C (4.154, 0.715, -3.348)
C (3.517, 1.004, -4.704)
C (2.686, 2.267, -4.496)
C (1.855, 1.990, -3.254)
H (4.433, -0.329, -3.204)
H (5.015, 1.354, -3.153)
H (2.867, 0.176, -5.001)
H (4.276, 1.132, -5.477)
H (2.063, 2.504, -5.359)
H (3.348, 3.117, -4.311)
H (1.047, 1.279, -3.443)
H (1.452, 2.876, -2.765)
C (-2.219, -4.381, 1.567)
C (-0.917, -4.188, 1.767)
C (-0.179, -3.149, 1.042)
C (-0.741, -2.422, 0.041)
C (-2.143, -2.711, -0.413)
C (-2.980, -3.517, 0.616)
H (-2.756, -5.166, 2.089)
H (-0.364, -4.812, 2.459)
H (0.887, -3.081, 1.247)
H (-2.116, -3.117, -1.429)
H (-3.775, -4.079, 0.126)

[3]
Molecular formula: C7H6EuO5S
Method: DFT, ωB97M-V/def2-TZVPD

spin multiplicity	8
<S²>	15.7592
HOMO level (alpha / beta)	-16.4 / -16.5	eV
charge	+2
E_LUMO (alpha / beta)	-8.716 / -8.555	eV

Atoms and positions in Å:
O (0.233, 3.232, -2.914)
C (0.245, 2.198, -2.414)
Eu (0.345, -0.152, -1.276)
O (0.186, -2.211, -4.531)
C (0.235, -1.524, -3.612)
C (0.244, -2.732, -0.643)
O (0.199, -3.824, -0.299)
C (-2.267, -0.728, -1.309)
O (-3.341, -1.128, -1.384)
C (2.900, -0.769, -1.282)
O (3.995, -1.113, -1.324)
C (0.458, 0.421, 3.325)
S (0.049, 0.141, 1.596)
C (-1.095, 1.497, 1.305)
H (1.187, -0.333, 3.643)
H (-0.461, 0.298, 3.911)
H (0.889, 1.419, 3.464)
H (-2.061, 1.179, 1.719)
H (-0.713, 2.404, 1.794)
H (-1.227, 1.724, 0.231)

[4]
Molecular formula: C6H10N2
Method: DFT, ωB97M-V/def2-TZVPD

spin multiplicity	1
energy relative to the best compared isomer or geometry (same formula, charge and spin)	672.4	kJ/mol
HOMO level (alpha / beta)	-6.0 / -6.3	eV
charge	0
E_LUMO (alpha / beta)	0.533 / 0.896	eV

Atoms and positions in Å:
C (1.389, 0.436, -1.049)
C (-1.250, 0.674, 0.910)
N (0.689, -0.458, -0.107)
C (-0.801, -0.409, -0.025)
N (1.449, -1.364, 0.679)
C (0.887, 1.463, -0.090)
C (-0.483, 1.680, 0.102)
C (-1.566, -1.446, -0.445)
H (1.782, -2.104, 0.059)
H (0.831, -1.831, 1.343)
H (2.468, 0.293, -0.997)
H (0.957, 0.459, -2.048)
H (-2.324, 0.847, 0.837)
H (-0.920, 0.566, 1.948)
H (1.627, 2.188, 0.235)
H (-0.908, 2.668, -0.021)
H (-1.246, -2.097, -1.250)
H (-2.580, -1.566, -0.083)